Record 1
{
  "formula": "C8H12",
  "method": "wB97M-V/def2-TZVPD",
  "symbols": ["C", "C", "C", "C", "C", "C", "C", "C", "H", "H", "H", "H", "H", "H", "H", "H", "H", "H", "H", "H"],
  "positions_angstrom": [[0.64, 0.00, -0.22], [-0.38, -0.76, -0.36], [3.37, -0.27, -1.56], [2.92, 0.57, -0.65], [-0.53, 0.40, 0.61], [-1.26, -1.80, -1.00], [-1.18, 1.72, 0.04], [-0.82, 0.10, 2.04], [4.21, -0.06, -2.15], [2.90, -1.23, -1.76], [3.01, 1.50, -0.05], [-2.28, -1.36, -0.83], [-1.02, -2.81, -0.53], [-1.12, -1.85, -2.01], [-2.17, 1.46, -0.38], [-0.45, 1.81, -0.82], [-0.98, 2.59, 0.64], [-0.23, -0.82, 2.29], [-1.88, 0.01, 2.15], [-0.45, 0.92, 2.63]],
  "mulliken_spin": [0.580, 0.094, -0.088, 0.968, 0.261, 0.019, 0.000, 0.003, 0.060, 0.039, 0.021, 0.002, -0.002, 0.006, 0.012, -0.001, 0.000, -0.004, 0.017, 0.013],
  "max_force_ev_per_a": 4.0,
  "e_lumo_ev": [0.892, -1.489],
  "homo_ev": [-6.3, -8.8],
  "homo_lumo_gap_ev": [7.1, 7.3],
  "multiplicity": 3,
  "de_lowest_ev": 3.853
}

***

Record 2
{
  "formula": "C3H10O3S",
  "method": "wB97M-V/def2-TZVPD",
  "symbols": ["C", "O", "C", "C", "S", "H", "H", "H", "H", "H", "H", "H", "H", "O", "H", "H", "O"],
  "positions_angstrom": [[-0.67, -0.05, -0.09], [0.05, -0.64, -1.12], [-0.02, 1.21, 0.54], [-0.46, 1.47, 1.99], [0.67, 2.59, 2.95], [-1.68, 0.24, -0.47], [-0.97, -0.76, 0.72], [-0.32, 2.10, -0.02], [1.04, 1.03, 0.47], [-0.40, 0.54, 2.54], [-1.44, 1.93, 1.99], [2.44, -2.67, -0.08], [1.80, -1.41, -0.56], [2.66, -1.74, -0.19], [-0.81, -1.06, -2.07], [-0.55, -1.43, -3.57], [-1.34, -1.34, -3.03]],
  "lowdin_charge": [-0.420, -0.314, -0.301, -0.776, -0.089, 0.094, 0.086, 0.087, 0.075, 0.007, 0.015, 0.001, 0.012, -0.124, -0.027, -0.047, -0.280],
  "max_force_ev_per_a": 1.5,
  "e_lumo_ev": 6.167,
  "homo_ev": 0.4,
  "total_charge": -2,
  "homo_lumo_gap_ev": 5.7,
  "de_lowest_ev": 0.627
}

***

Record 3
{
  "formula": "H24O12",
  "method": "wB97M-V/def2-TZVPD",
  "symbols": ["O", "H", "H", "O", "H", "H", "O", "H", "H", "O", "H", "H", "O", "H", "H", "O", "H", "H", "O", "H", "H", "O", "H", "H", "O", "H", "H", "O", "H", "H", "O", "H", "H", "O", "H", "H"],
  "positions_angstrom": [[-3.84, -3.13, -2.07], [-4.67, -3.18, -2.55], [-3.77, -3.98, -1.63], [-1.50, 1.69, 4.42], [-0.77, 1.18, 4.79], [-2.28, 1.22, 4.71], [-1.72, 5.03, 0.84], [-1.04, 5.50, 1.33], [-1.89, 4.25, 1.37], [0.80, 0.44, -0.37], [0.25, -0.30, -0.12], [1.19, 0.75, 0.45], [1.25, -2.44, 3.45], [1.44, -2.09, 4.32], [2.11, -2.59, 3.06], [2.13, -5.99, -1.77], [1.69, -6.64, -1.23], [2.45, -5.33, -1.15], [2.37, 6.40, -1.53], [1.66, 6.96, -1.83], [2.23, 5.57, -1.99], [-2.04, 0.53, -5.27], [-1.92, 1.47, -5.12], [-2.51, 0.23, -4.50], [4.74, 0.33, -3.00], [5.12, 1.16, -3.29], [3.98, 0.59, -2.49], [-1.51, -6.59, 1.23], [-2.12, -6.55, 1.97], [-1.01, -5.78, 1.29], [3.52, 2.44, 3.00], [3.46, 2.58, 3.95], [4.14, 1.73, 2.90], [-4.36, 1.62, -1.12], [-3.62, 2.21, -0.99], [-3.99, 0.74, -1.07]],
  "lowdin_charge": [-0.055, 0.029, 0.027, -0.053, 0.023, 0.030, -0.055, 0.030, 0.025, -0.052, 0.028, 0.024, -0.055, 0.027, 0.029, -0.051, 0.026, 0.025, -0.055, 0.028, 0.028, -0.052, 0.028, 0.023, -0.054, 0.028, 0.025, -0.054, 0.029, 0.025, -0.052, 0.027, 0.027, -0.051, 0.026, 0.025],
  "max_force_ev_per_a": 0.3,
  "e_lumo_ev": -0.316,
  "homo_ev": -11.3,
  "homo_lumo_gap_ev": 11.0,
  "smiles": "O.O.O.O.O.O.O.O.O.O.O.O",
  "de_lowest_ev": 3.088
}

***

Record 4
{
  "formula": "CH2O2S2",
  "method": "wB97M-V/def2-TZVPD",
  "symbols": ["C", "O", "O", "S", "S", "H", "H"],
  "positions_angstrom": [[0.39, -0.83, -0.14], [-2.24, -0.69, 0.10], [-0.87, 1.32, -0.58], [2.09, 0.47, 0.15], [-1.03, 0.07, 0.09], [0.58, -1.64, 0.59], [1.07, 1.29, -0.20]],
  "mulliken_spin": [0.890, 0.207, 0.204, 0.129, 0.550, 0.022, -0.001],
  "max_force_ev_per_a": 5.3,
  "e_lumo_ev": [-0.969, -3.271],
  "homo_ev": [-8.6, -10.6],
  "homo_lumo_gap_ev": [7.6, 7.3],
  "multiplicity": 3,
  "de_lowest_ev": 1.251
}

***

Record 5
{
  "formula": "C4H7OS2",
  "method": "wB97M-V/def2-TZVPD",
  "symbols": ["C", "C", "C", "C", "O", "S", "S", "H", "H", "H", "H", "H", "H", "H"],
  "positions_angstrom": [[-0.75, -0.08, 2.39], [1.32, -1.09, -0.50], [-0.79, 1.66, -1.03], [-0.07, -0.78, -0.14], [-1.88, -0.36, 2.12], [0.67, -0.02, 3.01], [-1.00, -0.03, -1.51], [1.91, -0.69, 0.35], [1.70, -0.74, -1.41], [1.66, -2.14, -0.46], [-0.17, 1.62, -0.19], [-1.77, 2.09, -0.86], [-0.17, 2.19, -1.80], [-0.65, -1.63, 0.02]],
  "lowdin_charge": [-0.912, -0.297, -0.497, -0.669, 0.010, 0.664, 0.645, 0.020, 0.017, 0.045, -0.015, 0.002, 0.021, -0.035],
  "max_force_ev_per_a": 4.8,
  "e_lumo_ev": [3.262, 3.262],
  "homo_ev": [-1.8, -1.8],
  "total_charge": -1,
  "homo_lumo_gap_ev": [5.0, 5.1],
  "de_lowest_ev": 2.799
}

***

Record 6
{
  "formula": "C16H17F3N3OPdS2",
  "method": "wB97M-V/def2-TZVPD",
  "symbols": ["Pd", "F", "C", "F", "F", "C", "C", "C", "C", "N", "C", "S", "H", "H", "H", "C", "C", "S", "O", "C", "C", "H", "H", "H", "H", "H", "H", "H", "H", "H", "H", "N", "C", "C", "C", "C", "C", "N", "C", "H", "H", "H", "H"],
  "positions_angstrom": [[-0.39, 1.18, -0.13], [-5.45, -0.35, -0.24], [-4.98, -0.74, -1.43], [-4.45, -1.96, -1.28], [-6.02, -0.85, -2.26], [-3.95, 0.23, -1.96], [-4.06, 0.78, -3.23], [-3.07, 1.63, -3.71], [-2.00, 1.91, -2.89], [-1.90, 1.40, -1.66], [-2.84, 0.57, -1.19], [-2.44, 0.01, 0.42], [-4.92, 0.53, -3.84], [-3.14, 2.07, -4.69], [-1.20, 2.56, -3.21], [1.43, 1.63, 5.29], [1.91, 1.77, 3.85], [0.74, 1.05, 2.70], [1.22, 1.52, 1.31], [1.16, -0.70, 2.79], [2.50, -1.06, 2.17], [2.19, 2.03, 5.96], [1.26, 0.59, 5.57], [0.51, 2.19, 5.45], [2.90, 1.33, 3.69], [1.96, 2.82, 3.54], [0.33, -1.21, 2.30], [1.10, -0.95, 3.85], [2.58, -0.66, 1.16], [2.58, -2.15, 2.13], [3.34, -0.69, 2.75], [4.96, -0.19, -3.24], [3.96, -0.54, -2.81], [2.71, -0.98, -2.26], [2.33, -2.32, -2.29], [1.11, -2.67, -1.73], [0.31, -1.68, -1.18], [0.68, -0.39, -1.16], [1.85, -0.05, -1.69], [2.98, -3.06, -2.73], [0.77, -3.69, -1.73], [-0.65, -1.90, -0.74], [2.13, 1.00, -1.64]],
  "mulliken_spin": [1.282, 0.004, 0.008, 0.001, 0.001, -0.043, 0.001, 0.008, 0.001, 0.091, 0.036, 0.446, 0.000, 0.000, 0.001, 0.001, 0.000, -0.003, 0.050, 0.000, -0.001, 0.000, 0.000, 0.000, 0.000, 0.001, -0.002, 0.000, -0.001, 0.000, 0.000, 0.002, 0.001, 0.016, -0.008, 0.008, -0.006, 0.111, -0.007, 0.000, 0.001, -0.002, 0.001],
  "max_force_ev_per_a": 0.4,
  "e_lumo_ev": [-3.341, -4.917],
  "homo_ev": [-11.7, -11.6],
  "total_charge": 1,
  "homo_lumo_gap_ev": [8.4, 6.7],
  "multiplicity": 3,
  "de_lowest_ev": 0.000
}